# 1
A 17-piece molecular cluster, C60H168B2Cl3F8N12O18 overall. Source: the Open Molecules 2025 dataset; level of theory: ωB97M-V/def2-TZVPD.

Geometry (Å):
C (17.61849, 12.34076, 17.93394)
O (24.87939, 14.99443, 16.45886)
H (30.39951, 10.10740, 20.79671)
H (24.67182, 17.35185, 14.29212)
B (18.65290, 20.17201, 16.85210)
N (27.77480, 9.36109, 20.01434)
H (14.43371, 19.58565, 16.22706)
H (22.26000, 14.22105, 15.31306)
H (15.58981, 18.89926, 20.12077)
C (26.21878, 15.11458, 15.97673)
H (17.62083, 12.50502, 19.96333)
H (14.81042, 17.57095, 18.46746)
H (24.97510, 12.35448, 10.75076)
H (30.43880, 12.95778, 13.87754)
H (18.21988, 18.31725, 20.76249)
H (25.93037, 13.56718, 20.10745)
H (15.66336, 21.28324, 14.01422)
H (15.49106, 22.31747, 18.18146)
H (14.24306, 8.66651, 18.89906)
C (24.49663, 13.64767, 16.61388)
H (18.79895, 13.91035, 14.04821)
O (26.88395, 14.05236, 11.18861)
H (17.99798, 10.63548, 16.75163)
O (19.46294, 15.21430, 16.11512)
O (19.17241, 13.86736, 11.95100)
C (23.26475, 16.47369, 23.23385)
H (25.37852, 18.32019, 19.49279)
C (24.15046, 17.04228, 13.39147)
H (24.36689, 18.90723, 12.69282)
H (21.21892, 17.27661, 19.83401)
H (26.67510, 13.56000, 21.67208)
C (21.70828, 15.61753, 16.78807)
C (14.29674, 17.44937, 21.08698)
H (25.54708, 11.10711, 14.85327)
C (25.40273, 22.76291, 18.12882)
H (22.10177, 15.89859, 21.49089)
C (18.14286, 10.54492, 19.62361)
C (24.53377, 22.36393, 16.96369)
F (15.13844, 16.82006, 13.72184)
H (23.79758, 16.37836, 21.13797)
H (21.16453, 11.55570, 22.12654)
H (23.13615, 18.70607, 21.51470)
C (28.52414, 18.06486, 18.81553)
H (25.75890, 20.86134, 18.68401)
H (20.14456, 17.02398, 16.99514)
C (19.22372, 15.50103, 9.55191)
H (17.74290, 13.41972, 17.98641)
H (18.38903, 9.87191, 18.80274)
H (18.58667, 14.62069, 9.49719)
H (13.58502, 20.95425, 15.60039)
H (25.23003, 11.64990, 21.28672)
H (17.34667, 9.06639, 20.63324)
F (13.29871, 16.70306, 15.16811)
H (25.90753, 10.92316, 13.11415)
O (24.39737, 20.96214, 16.91752)
H (14.35771, 16.95050, 22.05085)
H (26.28268, 14.78630, 14.93208)
H (29.94897, 11.57329, 21.43376)
H (18.45846, 16.75883, 19.95986)
O (16.53461, 17.08833, 20.54500)
H (27.89715, 9.44213, 13.83578)
H (28.02322, 22.19957, 17.33551)
H (24.13847, 20.87346, 14.80234)
O (27.05419, 17.80914, 14.00015)
H (21.98162, 14.32286, 11.16026)
H (29.34560, 10.24282, 22.20186)
H (14.49860, 9.02332, 20.62710)
C (25.82586, 13.96605, 21.12060)
H (25.47208, 9.50837, 14.19902)
H (20.11506, 9.83739, 16.37168)
H (25.77277, 16.72890, 18.58393)
H (25.56953, 17.48667, 22.29901)
H (20.02146, 12.84524, 13.50582)
C (22.59370, 17.17410, 13.46979)
H (29.76943, 14.28225, 19.02856)
N (27.56244, 9.67860, 15.74078)
O (12.53372, 18.78753, 18.94872)
C (23.08580, 13.51630, 17.13750)
F (18.51094, 21.26948, 17.69509)
C (30.17426, 12.66204, 14.89468)
H (21.67521, 18.18300, 22.06622)
H (22.87049, 12.24717, 20.68235)
O (29.46264, 11.40514, 14.90285)
H (26.28646, 16.82027, 11.73513)
C (27.43670, 10.26320, 14.36413)
H (22.66985, 20.92720, 15.69145)
H (22.80661, 12.47067, 17.13234)
H (24.35996, 15.98454, 13.23810)
C (27.73626, 18.54166, 15.00684)
H (22.13975, 12.75906, 22.99390)
H (24.84405, 22.83971, 19.04763)
H (27.50550, 12.09473, 11.24493)
H (26.81324, 21.89099, 19.40248)
H (16.51118, 10.59895, 21.06408)
H (15.18645, 20.55543, 18.26437)
H (23.65225, 19.46985, 15.74768)
Cl (20.49452, 14.09332, 20.04089)
C (24.52057, 12.13350, 21.96813)
H (24.74916, 11.89746, 23.01560)
C (14.91439, 21.49662, 17.77246)
H (19.74979, 15.62198, 8.60732)
H (17.43498, 15.04206, 15.83327)
C (28.47615, 11.58823, 19.13773)
C (22.91569, 16.58607, 21.72309)
H (22.17707, 11.10507, 23.44394)
H (26.14026, 12.79947, 8.01992)
H (25.47894, 14.00900, 8.98055)
H (29.41375, 11.50257, 18.59057)
O (15.37162, 21.38763, 16.41703)
H (25.97415, 16.87973, 23.96566)
H (22.58410, 16.20602, 16.50825)
H (20.08418, 10.94258, 15.07681)
F (19.93241, 19.39002, 17.20057)
O (23.83021, 17.23890, 18.85164)
H (17.14228, 19.66354, 14.99681)
C (19.76016, 15.17298, 12.04164)
H (12.58284, 17.79748, 17.19563)
F (15.45150, 17.01353, 15.95587)
B (14.60856, 16.30125, 14.93322)
O (28.17642, 12.89193, 19.51829)
C (20.38336, 10.86615, 16.11710)
H (27.71729, 11.37694, 18.38248)
H (18.33711, 12.44050, 13.16932)
H (26.39284, 16.17620, 16.09909)
H (31.10507, 12.54387, 15.42631)
H (29.56723, 13.44794, 15.35275)
C (19.05191, 13.25564, 13.22336)
H (22.26457, 17.09384, 12.43978)
C (25.15475, 17.62609, 18.69626)
O (22.32930, 18.44679, 14.03676)
H (18.03731, 16.51828, 15.19341)
H (23.73637, 10.18463, 20.16161)
H (23.07361, 13.90813, 18.14495)
C (20.44316, 16.23930, 16.28274)
C (22.87344, 18.28800, 18.96370)
C (26.00029, 10.45286, 14.09855)
H (22.42758, 18.45484, 17.99213)
H (28.78490, 18.79524, 14.89036)
H (22.43502, 16.43930, 23.93372)
N (25.45009, 12.98133, 8.77846)
N (26.39093, 21.65052, 18.47671)
H (28.93556, 13.68215, 17.67011)
H (27.94454, 18.61015, 12.29817)
C (13.94091, 16.94510, 18.61703)
H (27.84296, 17.86179, 15.85516)
H (27.09157, 8.75357, 15.79439)
H (27.58615, 8.85270, 20.89420)
C (28.08829, 14.59704, 11.70167)
H (15.92078, 18.60061, 21.77476)
F (17.62631, 19.16364, 16.98673)
H (16.56107, 12.10360, 17.92867)
H (20.57225, 16.80537, 15.35709)
H (26.75205, 19.65040, 12.98770)
N (18.15567, 11.99109, 19.25080)
O (27.69822, 19.08743, 18.28535)
H (27.78240, 15.21710, 12.54841)
H (29.07903, 20.06352, 17.14442)
C (18.32023, 11.67364, 16.78372)
C (15.25805, 20.32673, 14.31746)
H (20.85541, 19.70816, 14.53194)
C (25.86627, 10.74984, 9.72420)
H (16.67776, 19.04091, 13.54900)
C (23.17710, 11.65458, 21.54264)
H (11.80135, 16.97773, 18.47590)
C (21.89955, 18.11187, 20.01896)
H (23.71673, 15.50179, 23.44575)
H (27.66152, 12.38625, 14.42793)
Cl (22.93862, 13.50872, 13.01327)
H (23.33776, 19.26838, 19.14308)
H (28.56270, 18.08500, 19.91104)
C (22.13096, 11.76185, 22.57667)
C (23.69562, 20.54809, 15.74853)
C (28.79803, 13.91388, 18.72253)
H (17.88816, 16.32054, 16.96105)
O (19.68512, 11.84014, 16.92572)
C (25.79431, 12.23292, 10.02933)
Cl (24.62408, 10.27685, 18.03567)
H (28.55778, 9.58996, 16.00874)
C (26.03998, 17.87496, 11.85456)
H (20.80669, 16.45727, 10.76194)
N (16.31618, 19.29254, 14.47334)
H (26.14585, 10.16939, 10.60180)
H (18.52548, 16.32028, 9.70548)
N (14.01643, 16.45909, 20.05010)
C (15.60444, 18.08065, 20.84903)
H (27.80467, 12.95308, 9.66160)
N (23.25456, 10.28249, 21.08208)
H (23.97267, 17.92037, 11.47210)
C (11.32425, 19.44544, 18.63643)
C (21.01606, 18.93975, 13.77950)
H (20.20762, 18.20081, 13.79952)
C (28.32467, 10.75465, 20.35536)
H (21.29256, 19.01247, 20.00533)
H (21.17481, 13.59218, 16.42933)
O (24.61881, 13.53078, 21.73849)
N (22.42442, 17.96393, 21.38197)
H (26.85998, 9.46026, 19.50091)
N (21.34704, 14.43440, 10.33990)
H (28.98838, 20.55375, 18.82619)
H (23.55924, 22.84067, 16.97360)
C (12.67429, 17.60286, 18.25764)
H (25.90661, 18.41673, 23.76308)
H (19.11435, 12.40622, 19.32135)
C (27.43151, 21.30344, 17.47877)
C (14.58307, 20.50509, 15.65306)
H (20.52635, 15.13334, 12.81215)
C (28.24507, 11.48728, 14.19535)
C (27.11808, 12.79981, 10.51200)
H (28.78575, 13.91010, 12.19936)
H (27.20197, 19.45965, 15.25212)
H (25.94736, 15.04838, 21.17893)
O (23.99990, 17.59210, 23.70002)
H (27.04231, 10.28303, 16.41874)
C (17.77483, 17.59599, 20.07868)
H (26.01859, 18.38567, 10.90326)
H (11.26074, 19.57031, 17.55017)
O (15.91053, 9.76027, 19.26574)
H (22.30579, 9.90396, 20.89454)
H (23.72199, 9.62306, 21.71715)
H (19.02913, 15.85990, 12.45159)
H (28.56826, 15.20793, 10.93110)
H (15.56425, 7.82020, 19.75312)
H (13.49118, 20.62650, 13.12050)
H (20.77813, 13.57096, 10.26568)
H (28.40680, 11.66541, 13.13151)
C (16.89609, 9.97903, 20.24836)
H (13.44385, 18.09580, 20.96320)
H (24.51722, 12.72453, 8.42341)
H (13.17087, 15.90123, 20.24494)
H (26.97632, 20.87189, 16.60555)
H (24.99251, 22.72592, 16.03292)
F (18.77660, 20.45159, 15.42252)
H (18.01071, 12.24279, 15.90860)
H (25.31549, 18.21272, 17.76861)
H (17.63503, 18.22052, 19.19734)
H (26.64200, 10.44551, 9.01232)
H (28.32758, 14.88140, 18.81629)
C (29.52604, 10.60352, 21.19280)
H (26.96200, 14.63710, 16.61748)
H (15.95445, 18.41876, 14.94566)
H (24.62232, 13.12003, 15.65361)
H (21.85211, 14.75436, 9.51671)
H (25.19680, 13.12296, 17.28134)
C (20.27299, 15.50187, 10.70331)
C (25.37599, 17.56632, 23.36786)
H (18.89610, 10.43130, 20.40331)
H (27.45890, 11.16556, 20.88445)
H (21.03420, 19.51471, 12.84673)
N (22.03440, 14.19374, 16.33594)
H (28.44009, 8.80779, 19.45502)
C (14.98534, 8.73283, 19.69066)
H (26.07641, 23.60576, 18.04301)
H (13.83177, 18.95486, 13.43010)
N (24.62178, 17.98037, 12.27678)
C (14.30451, 19.91106, 13.21973)
H (28.15959, 17.12507, 18.40980)
H (10.43140, 18.91213, 18.99112)
C (26.97695, 18.58989, 12.80430)
H (14.08251, 16.02540, 18.06525)
C (28.38077, 20.25444, 17.97093)
H (21.46931, 10.92868, 16.21846)
H (22.32738, 16.27521, 14.02174)
H (14.83984, 15.86192, 20.21578)
H (21.62894, 15.51710, 17.87930)
H (24.90302, 10.40681, 9.34606)
C (18.16590, 15.81467, 16.03862)
F (14.88863, 14.91541, 15.08801)
H (13.83437, 21.67575, 17.77682)
H (11.15121, 20.39663, 19.12817)
H (29.54764, 18.18273, 18.44959)
H (14.89647, 19.74079, 12.31631)

For the frontier orbital gap, the calculation gives 5.94 eV. For the LUMO energy, the calculation gives -12.662 eV. The total charge is +7.

# 2
A 3-piece molecular cluster, C22H46N3O3S overall. Source: the Open Molecules 2025 dataset; level of theory: ωB97M-V/def2-TZVPD.

Geometry (Å):
O (0.48431, -0.94893, -2.24169)
H (4.51059, 1.96817, -4.35096)
C (-0.07032, -2.22191, -4.18682)
H (-5.88560, 1.51419, 2.84351)
H (-4.49616, -1.20598, 4.97382)
H (4.70654, 5.57940, -0.12822)
O (-3.77602, -1.83931, 0.98383)
H (1.92006, 0.28892, -0.62571)
O (2.54488, 3.88591, -0.93050)
H (6.34377, 2.34843, -1.13286)
H (-2.49536, -1.40444, 4.45850)
H (-1.23326, 0.68878, 1.84818)
H (-5.91798, -2.99706, 1.30472)
H (-2.15853, -2.20321, -0.81779)
H (0.77943, -2.27165, -4.85833)
H (-5.83915, -2.31304, 4.85240)
H (-5.00685, -3.96343, 2.47131)
C (-2.95276, -0.37043, 2.55865)
C (6.13199, 3.39404, -0.92220)
C (4.70337, 3.60378, -2.96479)
C (0.81064, -4.52393, -2.65361)
H (-1.17146, -1.04504, 1.51981)
S (-0.00328, -3.22912, -0.55385)
H (6.93107, 3.97344, -1.38214)
H (3.55117, 0.35800, -2.65004)
C (-5.90420, -0.62965, 2.66875)
H (3.92444, 0.29887, 0.52146)
N (0.86112, -3.20176, -1.99867)
H (-6.85299, -0.77626, 3.18561)
H (1.57070, -5.15774, -2.22325)
H (-0.61398, -3.14726, -4.30793)
H (3.84559, 5.83948, -1.64688)
H (1.02879, -4.41807, -3.70064)
H (0.18857, -1.99954, -0.04116)
H (6.19174, 3.54284, 0.15628)
C (-5.24959, 0.67223, 3.11919)
H (-1.86804, -3.50172, -2.00308)
H (-6.58260, -3.30025, 2.90331)
C (3.49410, 1.44260, -2.53043)
C (2.02649, 1.36817, -0.54518)
H (5.01913, 0.25165, -0.85627)
C (4.64870, 2.11041, -3.27726)
H (1.23530, 1.82233, -1.13732)
C (4.77822, 3.87910, -1.46600)
C (-3.88130, 0.84815, 2.46556)
N (3.63053, 3.21504, -0.77702)
C (-4.86501, -2.07206, 4.43099)
H (-3.36912, 1.70570, 2.90300)
C (-5.01399, -1.84319, 2.91855)
H (-2.24779, -3.90525, -0.33373)
H (5.60488, 5.84870, -1.62344)
H (5.56379, 4.06257, -3.45374)
H (5.12652, 1.53036, 0.34587)
H (-0.13903, -5.03345, -2.53628)
N (-3.68765, -1.63651, 2.25256)
H (-1.19523, -0.42258, 3.87427)
C (4.43303, 0.91557, -0.21913)
C (-5.66331, -3.09962, 2.35721)
C (3.41334, 1.76295, -1.03128)
C (0.43323, -2.03786, -2.79021)
H (5.59850, 1.62825, -3.03219)
H (-6.13951, -0.56418, 1.60198)
C (-1.75827, -3.19203, -0.97601)
H (-0.66451, -1.36660, -4.45115)
C (4.72093, 5.37541, -1.19892)
H (-2.20267, 0.02559, 0.54536)
C (-2.28046, -0.46563, 3.95725)
H (-2.59016, 0.34355, 4.61730)
H (1.88060, 1.65389, 0.49814)
H (3.81531, 4.09005, -3.37969)
H (2.55879, 1.75811, -3.00393)
H (-5.16494, 0.70670, 4.20784)
H (-4.19840, -2.91084, 4.63454)
H (-4.03883, 1.08802, 1.40927)
C (-1.83189, -0.16985, 1.55128)

As for the expectation value of S²: 2.01. For the frontier orbital gap (alpha / beta), the calculation gives 6.36 / 7.41 eV. For the LUMO energy (alpha / beta), the calculation gives -3.591 / -3.591 eV. The spin multiplicity is 3. The total charge is +1.